Record 1
ORCA calculation (ωB97M-V/def2-TZVPD) on C29H24Br4N3O4Ti as an isolated structure.

```
65
Properties=species:S:1:pos:R:3:forces:R:3
Ti -0.1941 -0.2297 -0.6875 -1.2234 1.8695 -0.1579
C -1.9163 1.7884 2.5332 0.0551 0.1143 -0.0152
C -0.9877 2.9139 2.0596 -0.1199 -0.1499 -0.0532
C -1.7763 3.9057 1.2070 0.0485 -0.0502 0.0454
C 0.2180 2.3289 1.3483 -0.0432 0.1978 0.0703
C 1.2502 1.7558 2.0841 0.0172 -0.0140 -0.0702
C 2.3887 1.2663 1.4591 -0.0452 0.0103 0.0500
C 2.5398 1.3395 0.0796 -0.0134 0.1359 -0.0806
C 3.8312 0.9458 -0.5833 -0.0721 -0.0039 0.0589
C 1.4911 1.8786 -0.6726 0.2122 0.5935 0.4697
C 0.3473 2.3745 -0.0377 0.2750 0.2369 0.0303
H -2.7888 2.2052 3.0431 0.0088 -0.0133 0.0044
H -1.3942 1.1198 3.2159 -0.0179 -0.0469 0.0104
H -2.2508 1.2062 1.6730 -0.0270 -0.0295 0.0280
H -0.6100 3.4414 2.9424 0.0186 -0.0007 0.0034
H -2.2934 3.3859 0.3971 0.0111 0.0294 -0.0251
H -1.1286 4.6725 0.7769 -0.0252 0.0204 -0.0070
H -2.5319 4.3995 1.8206 -0.0084 -0.0028 -0.0125
H 1.1677 1.6955 3.1641 -0.0162 0.0018 0.0020
H 3.1801 0.8330 2.0608 0.0106 -0.0140 -0.0205
H 4.5720 1.7403 -0.4575 0.0244 -0.0307 -0.0024
H 3.6863 0.7834 -1.6507 0.0274 -0.0364 -0.0054
H 4.2349 0.0331 -0.1429 0.0013 -0.0118 -0.0228
H 1.6422 2.0825 -1.7240 -0.0783 -0.2122 -0.0699
H -0.3946 2.8898 -0.6300 -0.1032 -0.1563 -0.0522
O 2.6726 -2.9579 2.8900 0.0082 -0.0799 0.1714
C 1.5536 -2.6465 3.5694 0.0218 0.0685 -0.2311
C 1.4498 -3.0469 4.8980 0.0144 -0.0154 0.1452
C 0.3148 -2.7556 5.6356 0.0885 -0.0159 -0.1122
C -0.7434 -2.0686 5.0503 -0.0737 -0.0092 0.1454
C -0.6466 -1.6661 3.7322 0.1048 -0.0076 -0.0891
C 0.4978 -1.9279 2.9752 -0.1119 -0.0186 0.3515
C 0.5691 -1.4550 1.5954 0.4132 -0.2455 -0.6488
O -0.3372 -0.6569 1.1136 0.5188 -0.8520 2.8319
N 1.5631 -1.8670 0.8191 -0.0243 -0.1935 0.5484
N 1.3876 -1.3351 -0.4181 1.4367 -0.9798 0.2443
C 2.1009 -1.6902 -1.4811 0.1519 -0.0899 -0.1624
C 1.7155 -1.0320 -2.6711 -0.0680 -0.0233 0.3188
C 2.3287 -1.1815 -3.9284 0.0294 0.0047 -0.2585
C 1.8416 -0.4927 -5.0120 0.0852 -0.1164 0.2614
C 0.7314 0.3484 -4.8458 -0.0794 0.0815 -0.1088
C 0.1825 0.4741 -3.5875 0.1385 0.0102 -0.0636
N 0.6505 -0.1651 -2.5087 1.2579 -0.0691 -2.2543
H 2.5329 -2.6680 1.9482 0.0020 0.0417 -0.0437
H 2.2789 -3.5896 5.3344 -0.0027 -0.0022 -0.0169
H 0.2543 -3.0775 6.6680 -0.0108 0.0099 0.0069
H -1.6343 -1.8510 5.6258 -0.0118 -0.0084 -0.0393
H -1.4629 -1.1491 3.2469 0.0111 0.0482 -0.0043
H 2.8794 -2.4440 -1.4491 0.0254 0.0285 0.0510
H 3.1758 -1.8492 -4.0221 -0.0061 -0.0057 0.0011
H 2.3096 -0.5978 -5.9823 -0.0087 -0.0276 -0.0131
H 0.3054 0.8854 -5.6812 -0.0285 0.0133 0.0370
H -0.6732 1.1207 -3.4244 -0.0040 0.0126 0.0508
Br -4.8894 -2.5676 -4.9931 0.0144 -0.0170 0.0182
C -3.9892 -1.5389 -3.6852 -0.0574 0.0753 0.0395
C -4.4358 -0.2625 -3.3733 -0.0056 -0.1194 -0.0391
Br -5.9780 0.4569 -4.1995 0.0262 0.0151 0.0144
C -3.7244 0.4972 -2.4366 0.1042 0.2045 0.0654
Br -4.2382 2.2626 -1.9729 0.0338 -0.0254 -0.0345
C -2.5825 0.0130 -1.8178 -0.5733 -0.2617 -0.4926
O -1.8142 0.7205 -1.0117 -1.1949 0.5431 -0.3764
C -2.1762 -1.3401 -2.0667 -0.3150 0.0628 -0.0079
O -1.1568 -1.7789 -1.3786 -0.8182 -0.3938 -0.5199
C -2.8708 -2.0682 -3.0293 -0.0293 -0.1707 -0.0373
Br -2.2255 -3.8078 -3.4044 0.0201 0.0907 0.0738
```
Positions in Å, forces in eV/Å.

The value obtained for the HOMO energy (spin up / spin down) is -0.1157 / -0.1787 Eh. As for the HOMO-LUMO gap (spin up / spin down): 5.56 / 7.00 eV. Its total charge is -1. As for the spin multiplicity: 3.

=====

Record 2
ORCA calculation (ωB97M-V/def2-TZVPD) on C29H24Cl16F40O17SrV as an isolated structure.

```
128
Properties=species:S:1:pos:R:3:forces:R:3
V -4.1978 -0.7045 1.0627 -0.9615 -1.5341 -0.5551
Sr 0.5450 1.1564 1.6088 0.2960 -0.1087 -0.5041
Cl -1.1434 -1.2164 0.1069 -1.0213 -2.1592 1.6530
O -2.3261 -1.4678 1.0663 2.1558 1.0530 -1.2618
O -1.1104 0.1566 -0.2898 -0.0357 0.7453 -0.1607
O 0.0819 -1.4190 0.9585 -1.6634 0.0353 -1.3194
O -1.3589 -2.1223 -0.9815 1.3509 1.1936 0.9473
Cl -6.3632 -2.3360 1.3649 2.0964 -2.6680 -0.8788
O -7.2039 -2.4826 0.2873 -2.0075 0.5419 -1.6396
O -6.1924 -0.9403 1.7738 0.2764 0.7846 0.4074
O -6.7124 -3.2120 2.4090 0.2744 0.5959 0.9028
O -4.9634 -2.7114 0.8176 -0.2873 1.8629 1.4404
Cl -2.8045 2.0843 1.9808 -3.0208 0.7076 -3.2500
O -3.3309 2.9589 2.9148 -0.3354 1.5863 0.4896
O -1.7046 1.4155 2.5490 2.6808 -1.6882 0.7213
O -3.9279 1.0529 1.7945 1.1917 0.8230 0.1663
O -2.4587 2.6420 0.6704 -0.6349 -1.1019 2.3593
Cl -4.6208 -0.0666 -0.9728 0.1762 -0.0624 -0.0741
C -3.7889 5.4228 -3.9751 0.5931 0.3674 0.1964
Cl -2.2706 6.3464 -3.6271 -0.0584 -0.7330 0.3679
Cl -4.8652 6.6043 -4.6245 -0.8847 0.2533 -0.5258
Cl -4.5242 4.6684 -2.5295 0.7111 0.0676 -0.6118
H -3.5167 4.7019 -4.7554 -0.3073 -0.0048 0.6202
C -0.9979 0.9441 -4.8699 -0.8254 -0.1533 -0.3012
Cl 0.1881 2.1371 -4.3519 -0.1860 -0.0198 0.3366
Cl -2.2671 0.5294 -3.6799 0.6784 0.4963 -0.0492
Cl -0.1994 -0.5273 -5.3989 0.2353 -0.2593 0.0114
H -1.5265 1.3492 -5.7308 0.1843 0.0145 0.1602
C -1.0242 -5.2321 -0.1301 -1.5585 1.0479 0.6544
Cl 0.0754 -5.2551 1.2261 0.2061 -0.0340 0.1654
Cl -2.6378 -4.5038 0.3724 0.4754 -0.9516 0.1257
Cl -1.2061 -6.7549 -0.8948 -0.0528 -0.5820 -0.1994
H -0.7505 -4.4800 -0.8246 0.8756 0.2708 -0.6377
C -5.4249 -2.8876 -4.2440 -1.8162 -0.2987 -0.0290
Cl -3.7542 -2.4882 -4.2029 0.7201 -0.2440 0.0762
Cl -6.3601 -1.5451 -4.8932 -0.2398 0.7707 -0.1546
Cl -6.0918 -3.2507 -2.5935 0.6188 -0.1651 -0.9668
H -5.6925 -3.6568 -4.9951 0.7381 -0.1419 1.0989
C 2.8302 -3.5775 -3.9881 -0.6597 0.9224 -0.4464
C 2.9072 -2.3791 -3.0888 1.4657 -0.1920 0.9305
C 1.6512 -2.0973 -2.3079 -1.0209 -0.5303 1.9957
F 1.5042 -3.1573 -1.4280 -0.1469 0.6386 -0.5916
F 1.7608 -0.9617 -1.5437 0.6616 -0.1494 -0.0316
F 3.9771 -2.5969 -2.2101 -1.0509 0.5221 -0.7059
F 3.1466 -1.2532 -3.7797 0.5077 0.3669 -0.3830
O 1.6481 -3.2632 -4.7195 -0.6408 -0.0838 0.4295
C 1.2497 -4.1255 -5.6856 0.9687 0.7192 -1.2388
C 1.6645 -3.5914 -7.0519 -0.7565 -0.1168 -0.8283
F 2.9668 -3.2858 -7.0705 0.5622 -0.1016 -0.0993
F 1.3841 -4.5906 -7.9216 0.4800 -0.0757 -0.4052
F 1.7273 -5.3466 -5.4751 0.3881 -0.7242 0.1859
F -0.0580 -4.2036 -5.7798 -1.5726 0.0499 0.8869
H 2.7344 -4.4867 -3.4455 -0.1431 -0.6515 0.6313
H 3.6907 -3.6262 -4.6307 0.4853 0.1154 -0.2712
H 0.7272 -1.9239 -2.8463 0.1017 -0.5454 -0.6045
H 1.0709 -2.7238 -7.3921 0.2701 -0.1375 0.5424
C 1.5501 4.9290 0.9770 0.3084 -0.4174 -2.3194
C 0.1802 4.6149 0.4287 -1.1919 -0.0975 -0.5152
C -0.4569 5.5725 -0.5914 0.3288 0.6523 0.9253
F -0.7745 6.7136 0.1206 0.0032 -0.9391 -0.9514
F 0.4229 5.9019 -1.5543 0.2525 0.0358 0.0331
F 0.0789 3.3579 -0.2055 0.9673 0.3829 0.7110
F -0.6691 4.5355 1.4847 0.1432 -0.1631 0.0787
O 1.9472 3.7153 1.5843 0.5244 -0.6123 0.1605
C 2.6922 3.7531 2.7321 0.6886 1.2159 -0.3293
C 4.0138 4.5958 2.6957 -0.4214 -0.2056 -0.9362
F 3.6843 5.8341 2.3040 -0.4305 1.1493 0.2106
F 4.5652 4.6342 3.8969 0.0400 -0.1337 0.6314
F 1.9169 4.2046 3.7294 0.0643 -0.2302 0.3257
F 3.0267 2.4803 2.9358 -0.1246 -0.9675 0.5629
H 1.4737 5.7309 1.6505 -0.3793 0.9230 1.0838
H 2.2620 5.2530 0.1837 -0.5178 -0.5640 0.4481
H -1.2910 5.0516 -1.0593 -0.5001 0.4968 0.1836
H 4.7309 4.2897 1.9491 0.2057 -0.9472 -0.0967
C -2.8073 -3.0397 4.4504 -2.9354 -0.2823 1.2101
C -3.0129 -1.5932 4.2414 -0.2834 0.3686 -1.1253
C -3.7874 -0.6991 5.1948 1.2395 -1.6314 1.7676
F -3.0304 -0.5602 6.3308 -0.3482 -0.5259 -0.0556
F -3.9909 0.4990 4.7527 -0.1297 1.9198 -1.3810
F -1.8733 -1.1010 3.8675 2.4521 1.5545 -0.2895
F -3.8006 -1.4848 3.0940 -1.2244 -0.2017 -0.6373
O -4.1312 -3.4060 4.9809 0.8111 -1.8787 -0.1500
C -4.2967 -4.7989 4.8846 -0.1588 2.1913 -0.3755
C -5.6042 -5.2059 5.5870 1.4189 -1.6982 0.9058
F -5.7618 -6.5184 5.2552 -0.2104 0.2649 0.2879
F -5.3038 -5.1499 6.9483 -0.9339 0.2518 -1.4792
F -4.3550 -5.0380 3.5216 0.4467 -0.9255 1.6710
F -3.2539 -5.4299 5.5254 -0.9159 0.2935 -1.5728
H -2.1216 -3.2733 5.2191 1.1686 -0.0309 0.5316
H -2.6257 -3.5165 3.4955 0.2442 -0.0665 -0.1792
H -4.7128 -1.2018 5.3396 -0.9327 -0.2699 0.8368
H -6.5180 -4.6976 5.3142 0.0348 0.5949 0.1639
C 4.6559 4.3533 -3.4480 2.6648 -0.3781 -0.2545
C 5.1749 3.9362 -4.8574 -1.5467 0.4326 1.9180
C 4.9845 5.0856 -5.7755 1.2323 1.3965 -2.3338
F 4.9716 4.6013 -7.0365 0.0172 -0.1073 -0.3447
F 3.8531 5.7884 -5.6180 -0.6716 -0.0857 0.5765
F 6.4597 3.6326 -4.8190 1.2426 -0.4405 -0.0123
F 4.4939 2.8719 -5.3166 -0.2299 -0.2475 0.1730
O 4.6454 3.1134 -2.7080 -1.9645 1.0069 0.6109
C 3.6577 2.9714 -1.7771 1.0414 0.6480 0.8848
C 3.6723 1.5081 -1.3957 -0.1545 -0.0829 0.1305
F 4.8735 1.1891 -0.9489 0.8383 -0.1881 0.8477
F 2.7494 1.3118 -0.3994 -0.1607 0.0148 0.2904
F 3.9291 3.7654 -0.6186 -0.0192 -0.7781 -1.1949
F 2.3982 3.3236 -2.0928 0.4297 0.1899 -0.6847
H 3.7290 4.8445 -3.6259 -1.0649 -0.0181 0.5361
H 5.4117 5.0689 -2.9730 -1.0916 -0.9402 -0.6386
H 5.8263 5.7911 -5.7255 -0.1030 -0.1583 0.3068
H 3.4699 0.8514 -2.2157 -0.6506 -0.2301 -0.6425
C 1.9950 -1.6146 3.6979 -0.5717 -0.5589 -0.2402
C 3.2017 -1.1829 2.8702 -0.5712 0.2089 -0.0061
C 4.0071 -2.2946 2.1797 -1.6247 -2.4477 1.0037
F 4.1408 -3.3275 3.1238 -0.0748 1.2848 -0.4837
F 3.2672 -2.8663 1.1848 0.7562 1.0663 0.3454
F 2.6713 -0.2953 1.8672 0.9298 -0.6078 0.7524
F 4.0473 -0.4749 3.6591 -0.4519 -0.1448 -0.7952
O 1.4395 -0.3684 4.1332 -0.8449 0.1139 0.8116
C 0.8388 -0.4141 5.4108 -0.3366 1.4757 -0.3068
C 1.8552 -0.1734 6.5904 -0.0692 0.3479 -0.7483
F 1.3006 -0.3912 7.7945 0.1831 -0.5142 -0.5921
F 2.9664 -0.9234 6.3747 -0.3567 -0.3943 0.4903
F 0.0243 0.6969 5.4225 0.4574 -0.9242 -0.0295
F 0.0728 -1.5016 5.5319 0.5002 0.1003 0.2802
H 2.3032 -2.1612 4.5760 0.4400 -0.3602 -0.0415
H 1.2168 -2.2328 3.1603 1.0435 0.7645 0.1415
H 5.0051 -2.0172 1.9319 0.5926 0.4254 -0.7984
H 2.1688 0.8632 6.5443 -0.0518 0.2903 -0.0657
```
Positions in Å, forces in eV/Å.

The value obtained for the HOMO energy (spin up / spin down) is -0.4465 / -0.4485 Eh. As for the HOMO-LUMO gap (spin up / spin down): 8.47 / 9.61 eV. Its total charge is +1. As for the spin multiplicity: 3.

=====

Record 3
ORCA calculation (ωB97M-V/def2-TZVPD) on C29H24HgN9O2S2 as an isolated structure.

```
67
Properties=species:S:1:pos:R:3:forces:R:3
Hg -0.5330 0.8340 -0.5989 -0.0511 0.3428 0.0699
C 1.5625 -3.5495 -1.4830 0.0009 0.0588 0.0390
C 0.6299 -2.3769 -1.5612 0.1849 0.0989 0.0168
N 0.9818 -1.1502 -1.6723 -0.2603 0.0569 0.2117
N 2.2246 -0.7182 -1.5488 0.2624 -0.1359 -0.1993
C 2.8199 0.7728 -0.1331 0.0755 -0.0146 -0.0235
N 4.0177 1.5353 0.1882 0.0094 0.0673 -0.0095
S 1.4615 1.2230 1.0007 -0.0929 -0.1479 0.0021
C -0.8306 -2.5596 -1.5320 -0.0832 -0.0404 0.0191
C -1.4336 -3.8126 -1.6932 0.0434 0.0033 -0.0388
C -2.8083 -3.9235 -1.6039 -0.0524 0.0199 0.0029
C -3.5706 -2.7900 -1.3597 0.0497 -0.0645 -0.0071
C -2.8999 -1.5846 -1.2061 -0.0709 -0.0113 0.0537
N -1.5825 -1.4769 -1.2748 0.0203 0.1034 0.0951
H 2.5782 -3.2084 -1.6870 -0.0006 0.0136 0.0158
H 1.2987 -4.3021 -2.2335 0.0005 0.0075 0.0003
H 1.5509 -4.0124 -0.4966 -0.0029 0.0092 0.0477
H 4.2519 1.3210 1.1539 -0.0100 -0.0046 -0.0034
H 3.7324 2.5113 0.1909 0.0089 -0.0201 0.0334
H -0.8228 -4.6828 -1.8884 0.0045 -0.0105 0.0279
H -3.2827 -4.8919 -1.7187 -0.0002 0.0019 -0.0082
H -4.6469 -2.8371 -1.2632 -0.0062 0.0154 -0.0107
H -3.4301 -0.6629 -0.9917 0.0142 0.0218 0.0008
N -0.0673 -1.0823 3.3741 0.1189 0.0755 -0.0021
C -0.8950 -1.1755 2.2919 0.1896 0.0385 0.0457
N -1.7001 -0.2684 1.8920 -0.1074 -0.0568 -0.0724
C -1.6896 0.9678 2.5369 -0.1432 0.1084 -0.1705
N -2.2123 2.0179 1.9651 0.3022 0.1077 0.1568
N -2.3788 1.8732 0.6377 -0.0962 -0.3764 -0.1189
C -3.2188 2.6879 0.0239 -0.0413 0.0125 0.0075
C -3.4010 2.5967 -1.3712 -0.0416 0.0689 0.0242
C -4.2890 3.4627 -2.0699 -0.0141 -0.0039 -0.0352
C -4.4437 3.3347 -3.4220 -0.0284 0.0451 0.0124
C -3.7103 2.3529 -4.1169 0.0478 -0.0602 -0.0041
C -2.8518 1.5589 -3.3699 -0.0286 0.0374 -0.0551
N -2.6967 1.6455 -2.0584 0.0528 -0.0149 -0.0020
C -0.9871 1.0948 3.8120 0.0392 -0.0171 0.1072
C -1.0371 2.2329 4.6154 -0.0277 -0.0157 0.0255
C -0.2353 2.3470 5.7383 -0.0115 0.0175 0.0053
C 0.6580 1.3293 6.0602 -0.0140 -0.0582 -0.0575
C 0.7272 0.1923 5.2723 0.0303 0.0345 0.0647
C -0.0988 0.0653 4.1605 -0.0980 -0.0450 -0.1253
H 0.8033 -1.5952 3.2812 0.0096 -0.0368 -0.1012
H -0.8336 -2.1103 1.7534 0.0577 -0.0633 -0.0325
H -3.7962 3.4127 0.5968 0.0481 -0.0004 0.0165
H -4.8273 4.2233 -1.5149 -0.0081 -0.0129 0.0103
H -5.1191 3.9943 -3.9576 0.0012 0.0022 0.0107
H -3.7877 2.2311 -5.1889 0.0075 -0.0068 0.0049
H -2.2377 0.8055 -3.8571 0.0112 -0.0148 -0.0138
H -1.6942 3.0369 4.3122 -0.0115 0.0005 -0.0048
H -0.2819 3.2411 6.3484 0.0026 0.0078 -0.0040
H 1.3112 1.4257 6.9192 0.0030 0.0070 0.0023
H 1.4354 -0.5969 5.4943 -0.0110 -0.0091 0.0094
O 3.6013 -1.9481 1.7157 0.0342 0.2121 0.1662
C 2.6545 -1.6593 0.9561 0.0736 -0.1143 -0.1298
O 1.4616 -1.9936 1.0834 -0.2950 -0.1341 -0.0378
C 3.0731 -0.7884 -0.2830 -0.1583 0.0231 0.0464
C 4.4854 -1.1650 -0.6682 -0.0542 -0.0624 -0.0844
C 5.1665 -0.7156 -1.7207 0.0156 0.0114 -0.0583
C 4.7420 0.3327 -2.6438 0.0595 -0.0271 -0.0016
C 3.5988 1.0132 -2.5998 -0.0562 0.0537 0.0474
C 2.4212 0.7725 -1.6664 0.0400 -0.0003 0.0571
S 1.0666 1.7566 -2.3195 0.0220 -0.1175 -0.0538
H 4.9402 -1.8852 -0.0022 0.0219 0.0142 -0.0015
H 6.1620 -1.1191 -1.8891 0.0017 -0.0076 0.0312
H 5.4672 0.6230 -3.3998 -0.0150 -0.0024 -0.0201
H 3.4455 1.8170 -3.3095 0.0271 0.0086 -0.0004
```
Positions in Å, forces in eV/Å.

The value obtained for the HOMO energy (spin up / spin down) is 0.0041 / -0.0510 Eh. As for the HOMO-LUMO gap (spin up / spin down): 4.52 / 6.02 eV. Its total charge is -2. As for the spin multiplicity: 2.

=====

Number 1: maximum force 0.0584 hartree/bohr. Number 2: maximum force 0.0874 hartree/bohr. Number 3: maximum force 0.0079 hartree/bohr.